Computed, not measured: an isolated molecule of C4H6N2O5, with ωB97M-V/def2-TZVPD.

CARTESIAN COORDINATES (ANGSTROEM)
1 C 0.1972 -0.1305 0.1687
2 C 1.0878 -0.8757 1.0295
3 C -1.7492 1.4965 -0.9651
4 C -0.9628 0.5938 -1.7867
5 N 1.0392 -0.5849 2.3485
6 N 2.0722 -1.7424 0.4837
7 O 0.0614 -0.0034 2.7629
8 O 1.9122 -0.9067 3.0833
9 O 2.7006 -1.3638 -0.4877
10 O 2.2223 -2.8163 1.0473
11 O 0.0157 -0.2660 -1.1086
12 H -0.5822 0.4088 0.6308
13 H -1.0831 2.0175 -0.2320
14 H -2.2621 2.2261 -1.7299
15 H -2.5860 0.9678 -0.5026
16 H -0.3397 1.0379 -2.6501
17 H -1.7437 -0.0589 -2.0920

Properties
Gap between HOMO and LUMO, eV: 9.245
Charge: 0
E_HOMO, hartree: -0.3720
Energy above the lowest of the compared OMol25 structures with the same formula, charge and spin, eV: 2.5938


Computed, not measured: an isolated molecule of C4H6N2O5S, with ωB97M-V/def2-TZVPD.

CARTESIAN COORDINATES (ANGSTROEM)
1 C 1.6036 -0.4942 1.4509
2 C 1.5488 0.7956 1.1036
3 C 0.3475 -1.2560 1.0345
4 C -0.3619 -0.2372 0.2423
5 N -0.5018 1.0560 -2.3518
6 N -1.6678 0.2779 0.6025
7 O -2.2982 -0.3477 1.4518
8 O -2.0673 1.2824 0.0045
9 O 0.8488 -1.0251 -1.8732
10 O -1.6310 -1.1732 -1.7263
11 O 0.5955 1.1907 0.2225
12 S -0.4410 -0.4147 -1.5987
13 H 2.2466 -1.0900 2.0228
14 H 2.1128 1.7063 1.2508
15 H 0.6143 -2.0532 0.4925
16 H -0.0611 -1.5243 1.9354
17 H -1.2122 1.6785 -1.9346
18 H 0.3241 1.6281 -2.3296

Properties
Gap between HOMO and LUMO, eV: 8.343
Charge: 0
E_HOMO, hartree: -0.3488
Energy above the lowest of the compared OMol25 structures with the same formula, charge and spin, eV: 2.8607


Computed, not measured: a cluster of 2 separate species, C4H6N2O6 in total, with ωB97M-V/def2-TZVPD.

CARTESIAN COORDINATES (ANGSTROEM)
1 C -1.7758 0.6023 1.3625
2 C -0.6374 0.0978 0.5622
3 C -0.7363 -0.1533 -0.8614
4 O 0.2008 -0.4628 -1.6238
5 O -1.0049 -0.8784 -4.5645
6 N -0.5720 -1.9629 -4.1934
7 O -0.6575 -3.0571 -4.7317
8 C 0.7520 0.0708 1.1055
9 O 1.2298 1.3764 1.2990
10 N 2.7306 1.0754 1.8139
11 O 3.5941 1.3633 1.0225
12 O 2.7432 0.6225 2.9373
13 H -1.4836 0.7779 2.4143
14 H -2.1940 1.5461 0.9472
15 H -2.6236 -0.1152 1.3664
16 H -1.7829 -0.0553 -1.2511
17 H 0.8356 -0.4549 2.0467
18 H 1.3819 -0.3925 0.3485

Properties
Gap between HOMO and LUMO (alpha / beta), eV: 3.313 / 3.307
Charge: 0
E_HOMO (alpha / beta), hartree: -0.2810 / -0.2808
Energy above the lowest of the compared OMol25 structures with the same formula, charge and spin, eV: 6.9422


Computed, not measured: an isolated molecule of C4H6N2O8, with ωB97M-V/def2-TZVPD.

CARTESIAN COORDINATES (ANGSTROEM)
1 C 0.5049 1.8860 0.5739
2 C 1.5485 -0.1900 -0.4117
3 C 0.2546 0.6667 -0.3233
4 C -0.7710 -0.1863 0.4229
5 N -0.8406 -1.6074 -0.2277
6 N -2.1889 0.4165 0.0761
7 O -0.6577 -1.5777 -1.4559
8 O -2.5389 0.3035 -1.0518
9 O 0.6187 2.9799 0.1136
10 O -1.0310 -2.4786 0.5485
11 O -2.7490 1.0605 0.9081
12 O 1.7239 -1.2002 0.5004
13 O -0.1803 1.1383 -1.5053
14 O -0.5466 -0.3293 1.7978
15 H 0.7564 1.5118 1.6880
16 H 1.6859 -0.6974 -1.4607
17 H 2.3954 0.4737 -0.5850
18 H 2.6735 -1.3827 0.3867
19 H 0.1041 0.4599 -2.1222
20 H -0.7619 -1.2471 2.1276

Properties
Gap between HOMO and LUMO, eV: 9.569
Charge: 0
E_HOMO, hartree: -0.3773
Energy above the lowest of the compared OMol25 structures with the same formula, charge and spin, eV: 1.1665


Computed, not measured: an isolated molecule of C4H6N2OS, with ωB97M-V/def2-TZVPD.

CARTESIAN COORDINATES (ANGSTROEM)
1 C -1.8064 -0.9845 -0.0548
2 C -0.7202 0.1044 -0.0267
3 C -0.7981 1.4946 -0.0952
4 C 1.2992 1.0982 -0.0430
5 H -1.7869 -1.6856 0.7918
6 H -2.7356 -0.3508 0.0924
7 H -1.7744 -1.4906 -0.9522
8 H -1.7165 2.0416 -0.0036
9 H 2.8780 0.2098 -0.5087
10 H 1.8914 -1.9498 1.0121
11 N 0.3879 2.0731 -0.1914
12 N 0.7044 -0.1210 0.1241
13 O 2.6579 1.1420 0.0527
14 S 1.5192 -1.5812 -0.1974

Properties
Gap between HOMO and LUMO, eV: 8.475
Charge: 0
E_HOMO, hartree: -0.3013
Energy above the lowest of the compared OMol25 structures with the same formula, charge and spin, eV: 2.6320


Computed, not measured: an isolated molecule of C4H6N2OS, with ωB97M-V/def2-TZVPD.

CARTESIAN COORDINATES (ANGSTROEM)
1 C 0.9066 0.2660 -0.3167
2 C -1.5113 -0.5118 -0.1952
3 C -2.7112 0.1612 0.4130
4 C -0.4050 0.5227 -0.3387
5 N 3.4879 -0.3338 0.0137
6 N 3.1022 -1.3929 0.2625
7 O -1.3526 -1.6866 -0.5123
8 S 2.2578 1.2422 -0.1538
9 H 1.1826 -0.7386 -0.3540
10 H -2.2514 0.8486 1.1458
11 H -3.4351 -0.5641 0.8224
12 H -3.1560 0.5824 -0.4968
13 H -0.6057 1.6112 -0.2482
14 H 4.4913 -0.0064 -0.0418

Properties
Gap between HOMO and LUMO (alpha / beta), eV: 6.422 / 6.525
Charge: 0
E_HOMO (alpha / beta), hartree: -0.2451 / -0.3230
Spin multiplicity: 3
Energy above the lowest of the compared OMol25 structures with the same formula, charge and spin, eV: 2.4745


Which value of energy above the lowest of the compared OMol25 structures with the same formula, charge and spin does entry 6 give? 2.4745 eV


charge of number 5 (C4H6N2OS)? 0